A structure of composition C22H20N4O3PtS. Source: the Open Molecules 2025 dataset; level of theory: ωB97M-V/def2-TZVPD.

* frontier orbital gap: 6.41 eV
* HOMO: -0.26138 Ha
* total charge: 0
* total energy: -49323.676 eV

Cartesian coordinates (Å):
Pt1 0.2706 1.2631 0.1812
N1 3.4794 3.9072 -0.9462
C1 2.3443 3.2567 -0.5361
S1 2.2397 1.5573 -0.8962
N2 1.4618 3.9473 0.1090
N3 0.3598 3.1951 0.5043
C2 -0.5939 3.8754 1.0422
C3 -1.8589 3.3809 1.5195
C4 -2.7772 4.3514 1.9653
C5 -4.0192 4.0168 2.4431
C6 -4.3713 2.6613 2.4948
C7 -3.5001 1.6876 2.0773
C8 -2.2187 2.0092 1.5698
O1 -1.4517 1.0247 1.2023
H1 4.0111 3.4716 -1.6779
H2 3.4266 4.9120 -0.9627
H3 -0.4061 4.9423 1.1241
H4 -2.4781 5.3925 1.9222
H5 -4.7091 4.7806 2.7726
H6 -5.3454 2.3742 2.8719
H7 -3.7624 0.6390 2.1207
C9 1.0506 -2.1874 -3.0939
O2 1.1660 -2.7016 -1.7784
C10 2.2232 -2.3071 -1.0371
C11 3.3086 -1.5983 -1.5415
C12 4.3944 -1.3072 -0.7341
C13 4.4147 -1.7090 0.5917
C14 3.3259 -2.3879 1.1050
C15 2.2248 -2.6777 0.3104
N4 1.1960 -3.4520 0.9019
C16 -0.1157 -3.5750 0.6900
C17 -1.0475 -2.7892 0.0220
C18 -2.3122 -3.4107 -0.2443
C19 -3.2873 -2.7742 -0.9380
C20 -3.0428 -1.4452 -1.3907
C21 -1.8885 -0.7895 -1.1124
C22 -0.8438 -1.4152 -0.3522
O3 0.2101 -0.8020 0.0032
H8 0.1046 -2.5638 -3.4743
H9 1.8687 -2.5383 -3.7274
H10 1.0313 -1.0950 -3.0827
H11 3.3080 -1.2757 -2.5718
H12 5.2234 -0.7498 -1.1474
H13 5.2547 -1.4753 1.2298
H14 3.3094 -2.6803 2.1485
H15 1.5554 -4.0764 1.6070
H16 -0.5075 -4.4732 1.1560
H17 -2.4617 -4.4264 0.1036
H18 -4.2304 -3.2572 -1.1473
H19 -3.8108 -0.9358 -1.9606
H20 -1.7230 0.2301 -1.4365